# 1
Formula: C4H6AgFO4
Source: the Open Molecules 2025 dataset
Level of theory: wB97M-V/def2-TZVPD

relative energy (zero: lowest compared OMol25 entry of this formula, charge and spin) = 0.0 kcal per mole
spin multiplicity = 3
expectation value of S² = 2.01
Kohn-Sham gap (spin up / spin down) = 8.11 / 5.40 eV
lowest unoccupied orbital energy (spin up / spin down) = 0.58 / -4.62 eV
HOMO energy (spin up / spin down) = -7.529 / -10.018 eV

Element x y z (Å)
C: 2.67530 -1.00894 3.08605
O: 2.71258 -1.81578 1.93822
H: 2.97146 -1.56223 3.99618
H: 3.37548 -0.17407 2.94285
H: 1.65910 -0.60453 3.25293
C: 2.38620 -6.08822 3.00078
O: 3.23090 -5.10813 3.45048
C: 3.53546 -4.04559 2.59997
C: 2.31775 -3.25868 2.11718
O: 1.51248 -5.79005 2.18889
O: 2.58665 -7.18704 3.59056
F: 4.22547 -4.54693 1.50949
H: 4.23006 -3.40615 3.15824
H: 1.53524 -3.26372 2.89372
H: 2.05028 -3.56509 1.10121
Ag: 1.58731 -8.87864 3.84458

***

# 2
Formula: C42H53Sb3V
Source: the Open Molecules 2025 dataset
Level of theory: wB97M-V/def2-TZVPD

spin multiplicity = 4
expectation value of S² = 3.78
Kohn-Sham gap (spin up / spin down) = 8.97 / 7.48 eV
lowest unoccupied orbital energy (spin up / spin down) = -4.87 / -6.32 eV
HOMO energy (spin up / spin down) = -13.842 / -13.801 eV
net charge = +2

Element x y z (Å)
V: -0.74689 0.34339 0.77160
C: -0.98189 2.84705 3.34887
C: -1.50372 1.65367 2.60196
C: -2.39512 1.81040 1.52540
C: -3.10254 0.70338 0.99541
C: -4.25835 0.92140 0.06660
C: -2.79169 -0.57939 1.47216
C: -1.86716 -0.77969 2.52730
C: -1.69396 -2.14246 3.13586
C: -1.20979 0.34298 3.05650
H: 0.03796 2.70251 3.70098
H: -1.61377 2.99089 4.22794
H: -1.03112 3.75463 2.75282
H: -2.64468 2.80577 1.18127
H: -4.13004 1.81660 -0.53917
H: -5.14462 1.06245 0.69070
H: -4.42983 0.07030 -0.58984
H: -3.36097 -1.42115 1.10129
H: -1.19726 -2.83545 2.45815
H: -2.67438 -2.56719 3.35330
H: -1.12763 -2.08516 4.06317
H: -0.54336 0.21441 3.89994
C: 1.64250 -1.91266 -1.71363
C: 0.73624 -1.76988 -2.93872
C: 0.37165 -0.32284 -3.27139
Sb: -0.87963 0.76483 -1.90847
C: -2.71142 0.07708 -2.68724
C: -3.63744 0.92889 -3.28352
C: -4.84901 0.42395 -3.74437
C: -5.13824 -0.92782 -3.61176
C: -4.21510 -1.78460 -3.02352
C: -3.00590 -1.28205 -2.55826
C: -0.70488 2.67319 -2.73834
C: -0.43120 3.76021 -1.90871
C: -0.24850 5.02723 -2.44911
C: -0.33970 5.20736 -3.82238
C: -0.61658 4.12827 -4.65399
C: -0.79935 2.85992 -4.11756
Sb: 0.61206 -1.88239 0.14256
C: 2.21112 -2.37258 1.42828
C: 3.53054 -2.17275 1.02665
C: 4.58035 -2.51070 1.87671
C: 4.31835 -3.04305 3.13030
C: 3.00524 -3.25704 3.53308
C: 1.95616 -2.92805 2.68435
C: -0.32002 -3.76569 -0.00043
C: -1.70464 -3.90045 -0.07984
C: -2.28415 -5.15793 -0.20384
C: -1.47876 -6.28789 -0.24801
C: -0.09716 -6.16192 -0.16922
C: 0.48365 -4.90701 -0.04382
H: 2.40449 -1.13121 -1.70372
H: 2.15768 -2.87282 -1.68996
H: -0.15973 -2.38813 -2.83752
H: 1.26813 -2.18465 -3.79902
H: -0.20789 -0.26790 -4.19254
H: 1.26635 0.27977 -3.41549
H: -3.43001 1.98746 -3.38965
H: -5.56650 1.08774 -4.20990
H: -6.08119 -1.31579 -3.97432
H: -4.43400 -2.84131 -2.93357
H: -2.29881 -1.96948 -2.10490
H: -0.36825 3.62872 -0.83442
H: -0.04056 5.87056 -1.80237
H: -0.19818 6.19263 -4.24747
H: -0.69009 4.27552 -5.72363
H: -1.01666 2.03123 -4.78161
H: 3.76108 -1.79255 0.03981
H: 5.60408 -2.36887 1.55313
H: 5.13572 -3.31032 3.78787
H: 2.80320 -3.69398 4.50308
H: 0.94209 -3.12887 3.00914
H: -2.34301 -3.02419 -0.05613
H: -3.36044 -5.25541 -0.26616
H: -1.92775 -7.26825 -0.34244
H: 0.52875 -7.04417 -0.20302
H: 1.56316 -4.83225 0.03034
C: 3.06845 1.92513 -1.58855
C: 3.37866 1.52421 -0.14890
Sb: 1.66473 1.57009 1.10093
C: 2.46853 0.98265 2.98894
C: 3.99089 1.08975 3.08657
C: 1.56908 3.70019 1.23539
C: 2.42731 4.28425 2.35744
H: 3.97540 1.94912 -2.19445
H: 2.61497 2.91640 -1.65817
H: 2.38207 1.22570 -2.06195
H: 4.05564 2.23678 0.32553
H: 3.84424 0.54444 -0.07556
H: 2.13646 -0.04543 3.13936
H: 1.97854 1.59639 3.74708
H: 4.48080 0.40719 2.39338
H: 4.32205 0.82575 4.09214
H: 4.35427 2.09658 2.88230
H: 0.52680 4.00281 1.31433
H: 1.91356 4.03674 0.25525
H: 2.14327 3.90262 3.33923
H: 2.33187 5.36994 2.39218
H: 3.48537 4.06223 2.21397

***

# 3
Formula: C10H17NP
Source: the Open Molecules 2025 dataset
Level of theory: wB97M-V/def2-TZVPD

relative energy (zero: lowest compared OMol25 entry of this formula, charge and spin) = 47.0 kcal per mole
spin multiplicity = 1
Kohn-Sham gap (spin up / spin down) = 5.30 / 9.19 eV
lowest unoccupied orbital energy (spin up / spin down) = -6.72 / -3.56 eV
HOMO energy (spin up / spin down) = -12.025 / -12.749 eV
net charge = +1

Element x y z (Å)
C: 0.94987 -2.89619 1.75417
C: 1.71631 -1.74043 1.76802
C: -0.36559 -2.85098 1.31100
C: 1.17157 -0.54034 1.35059
C: -0.91779 -1.65749 0.88855
C: -0.16769 -0.48109 0.94762
C: 1.53382 -0.20694 -2.26157
C: 0.37685 1.54021 -3.42123
C: -0.42803 2.31511 1.71342
C: -2.68255 0.95712 0.56987
N: 1.07803 1.09957 -2.31151
P: -0.86082 1.10122 0.41024
H: 1.38095 -3.83140 2.07631
H: 2.74436 -1.77473 2.09721
H: -0.96184 -3.75051 1.29216
H: 1.77348 0.35639 1.35614
H: -1.93872 -1.63588 0.53952
H: 2.63415 -0.17686 -2.25947
H: 1.30132 -0.62616 -1.26915
H: 1.17717 -0.86736 -3.06142
H: -0.36102 2.28874 -3.12341
H: 1.09994 2.10942 -4.03228
H: -0.05686 0.75586 -4.05553
H: -0.87033 3.27725 1.45831
H: 0.65028 2.43965 1.78402
H: -0.82286 1.97760 2.67330
H: -3.08891 0.28912 -0.18726
H: -3.12340 1.94301 0.42932
H: -2.94168 0.58609 1.56305

***

# 4
Formula: C11H16OSe
Source: the Open Molecules 2025 dataset
Level of theory: wB97M-V/def2-TZVPD

relative energy (zero: lowest compared OMol25 entry of this formula, charge and spin) = 0.0 kcal per mole
spin multiplicity = 1
Kohn-Sham gap = 9.36 eV
lowest unoccupied orbital energy = 0.63 eV
HOMO energy = -8.727 eV
SMILES string = CC(C)(C)[C@](O)([SeH])c1ccccc1

Element x y z (Å)
C: -0.19509 -1.95678 -0.20939
C: 1.03203 -1.18024 0.19241
C: 0.88645 -0.97880 1.73882
C: 2.33360 -1.74855 -0.21964
C: 0.84503 0.29280 -0.41994
O: 1.10348 0.15259 -2.00299
Se: 2.26045 1.64684 0.06834
C: -0.53402 0.85286 -0.25938
C: -0.75213 1.57330 0.88463
C: -2.01226 2.16479 0.99252
C: -3.00120 1.93720 0.07985
C: -2.76516 1.22516 -1.02614
C: -1.44255 0.72008 -1.25770
H: -0.99899 -1.68046 0.42129
H: -0.52768 -1.98454 -1.18042
H: 0.00167 -2.93018 0.21503
H: 1.39117 -0.02073 2.07908
H: -0.07146 -0.99926 2.23089
H: 1.42637 -1.69983 2.20108
H: 3.20180 -1.26465 0.24523
H: 2.39873 -1.83353 -1.21899
H: 2.42339 -2.71698 0.06100
H: 0.81053 0.97762 -2.31879
H: 3.13929 1.16524 -0.99609
H: 0.05088 1.85346 1.51723
H: -2.36411 2.74318 1.88343
H: -3.89920 2.50371 0.15671
H: -3.54498 1.09607 -1.68263
H: -1.19607 0.08962 -2.17545

***

# 5
Formula: C3H2ClFS
Source: the Open Molecules 2025 dataset
Level of theory: wB97M-V/def2-TZVPD

relative energy (zero: lowest compared OMol25 entry of this formula, charge and spin) = 4.6 kcal per mole
spin multiplicity = 1
Kohn-Sham gap = 7.98 eV
lowest unoccupied orbital energy = -1.06 eV
HOMO energy = -9.038 eV
SMILES string = F/C=C(/Cl)C=S

Element x y z (Å)
F: -0.90065 1.81703 -0.00431
C: 0.28694 1.21940 0.00795
C: 0.44670 -0.09691 -0.00322
Cl: 2.08322 -0.69234 -0.00088
C: -0.60176 -1.13833 -0.00558
S: -2.20223 -0.90245 0.00056
H: 1.08680 1.93039 -0.00268
H: -0.19902 -2.13680 0.00816

***

What is the spin multiplicity in the fourth record?
1

***

What is the spin multiplicity in the second record?
4

***

What is the formula in the second record?
C42H53Sb3V